Computed, not measured: an isolated molecule of C20H16N4O5 at a distorted geometry, with ωB97M-V with the def2-TZVPD basis set.

Each line ends with the Mulliken charge.
Cartesian coordinates (Å):
C (5.2879, -0.0331, 0.6573)  -1.016
N (4.1040, 0.8105, 1.0008)  -0.005
C (4.1783, 1.9001, 1.9355)  0.415
O (5.2252, 2.2118, 2.4652)  -0.657
N (3.2096, 2.9235, 2.0200)  -0.205
C (1.9514, 2.7330, 1.3242)  0.169
C (0.9284, 3.6914, 1.4968)  -0.785
C (-0.2914, 3.4141, 0.9523)  -0.520
C (-0.5208, 2.4919, -0.0422)  0.423
O (-1.7699, 2.3064, -0.6651)  -0.420
C (-1.7515, 1.5232, -1.7553)  0.329
O (-0.9839, 1.7406, -2.7111)  -0.574
C (-2.7585, 0.3984, -1.8148)  -0.660
C (-3.4719, -0.1731, -0.7486)  0.120
C (-4.0954, -1.4062, -0.7427)  1.098
C (-4.0633, -2.1463, -1.9100)  -0.471
C (-4.6206, -3.5434, -1.7708)  -0.604
C (-5.1985, -3.9779, -0.6127)  -0.369
C (-5.2860, -3.1614, 0.4968)  -0.653
C (-4.6515, -1.9060, 0.3764)  -0.411
C (0.5686, 1.6393, -0.2610)  0.271
C (1.8114, 1.5743, 0.4321)  -1.071
C (2.7974, 0.3936, 0.4905)  1.682
N (2.9773, -0.0813, -0.8068)  -0.309
C (2.5889, -1.3461, -1.0764)  0.264
O (3.0734, -2.1193, -1.8139)  -0.591
N (1.7420, -1.6876, -0.0626)  -0.085
C (1.9674, -0.8438, 0.9564)  -0.097
O (1.5477, -1.2556, 2.0223)  -0.657
H (6.2210, 0.3590, 1.1509)  0.384
H (5.3122, -1.0939, 1.0011)  0.308
H (5.5453, 0.0576, -0.3752)  0.374
H (3.3736, 3.4342, 2.8331)  0.271
H (0.9755, 4.3995, 2.4066)  0.236
H (-1.1301, 4.0025, 1.1368)  0.500
H (-2.8552, -0.0028, -2.8168)  0.360
H (-3.5199, 0.3096, 0.2782)  0.227
H (-3.7645, -1.7509, -2.8747)  0.306
H (-4.3982, -4.1331, -2.6273)  0.380
H (-5.6866, -4.9487, -0.5892)  0.348
H (-5.7443, -3.5825, 1.4181)  0.345
H (-4.7181, -1.3060, 1.2313)  0.373
H (0.3324, 0.7236, -0.7574)  0.396
H (3.8130, 0.1086, -1.3108)  0.279
H (1.7480, -2.6479, 0.0629)  0.299

Its SMILES is CN1C(=O)Nc2ccc(OC(=O)/C=C/c3ccccc3)cc2[C@@]12NC(=O)NC2=O. The calculated total energy comes out at -1366.8900 a.u. The calculation puts the relative energy (zero: lowest compared OMol25 entry of this formula, charge and spin) at 32.0 kcal per mole. The HOMO energy is -8.6 eV. For the HOMO-LUMO gap, the calculation gives 0.290 Eh. The lowest unoccupied orbital energy is -0.7 eV.

=====

Computed, not measured: a structure of composition C20H16N5S2Ti at a distorted geometry, with ωB97M-V with the def2-TZVPD basis set.

Each line ends with the Löwdin spin population.
Cartesian coordinates (Å):
Ti (-0.6710, 0.0128, -0.9369)  1.690
C (2.9123, 4.3395, -1.6628)  0.000
S (1.5543, 3.8910, -2.8396)  0.000
C (1.1399, 2.2906, -2.2112)  0.002
S (-0.4218, 1.7699, -2.9154)  -0.012
N (1.9097, 1.5516, -1.5078)  0.000
N (1.3569, 0.3072, -1.4205)  -0.010
C (1.9433, -0.5666, -2.1763)  0.107
C (1.2346, -1.7542, -2.5293)  0.022
C (1.7200, -2.6620, -3.4870)  0.014
C (0.8911, -3.7351, -3.8672)  0.013
C (-0.3840, -3.8428, -3.3109)  0.014
C (-0.8062, -2.8515, -2.4724)  0.017
N (-0.0381, -1.8127, -2.0837)  0.035
H (3.6851, 4.7400, -2.2986)  0.000
H (3.1279, 3.4089, -1.1831)  0.000
H (2.5291, 5.0821, -0.9355)  0.000
H (2.8407, -0.2765, -2.6791)  0.005
H (2.6926, -2.5136, -3.8994)  0.000
H (1.3157, -4.4733, -4.5440)  0.000
H (-1.0814, -4.6036, -3.5039)  0.001
H (-1.8422, -2.8058, -2.1661)  0.003
C (-2.2406, -3.0702, 1.9676)  0.000
C (-1.8784, -2.3637, 0.7919)  0.022
N (-1.3793, -1.1113, 0.8264)  0.015
C (-1.3020, -0.5009, 1.9989)  0.010
C (-1.5466, -1.1397, 3.2292)  -0.001
C (-1.9395, -2.4842, 3.1366)  0.012
C (-1.5148, -0.4100, 4.4260)  -0.001
C (-1.1543, 0.8973, 4.4121)  -0.002
C (-0.7708, 1.5792, 3.2002)  0.001
C (-0.3368, 2.9183, 3.1352)  0.009
C (-0.1740, 3.4926, 1.9269)  0.000
C (-0.3729, 2.6900, 0.7755)  0.014
N (-0.6642, 1.3907, 0.8269)  0.007
C (-0.8888, 0.8439, 2.0199)  0.007
H (-2.4626, -4.1226, 1.8741)  0.000
H (-1.8444, -2.8120, -0.1949)  0.003
H (-1.9169, -3.0304, 4.0502)  0.001
H (-1.7806, -0.8961, 5.3861)  0.000
H (-1.0938, 1.5158, 5.2972)  0.000
H (-0.2150, 3.5422, 4.0208)  0.000
H (0.1705, 4.5188, 1.7618)  0.000
H (-0.3026, 3.0562, -0.2380)  0.001

Its multiplicity is 3. The calculated total energy comes out at -2691.2025 a.u. The HOMO energy (alpha / beta) is -9.8 / -10.8 eV. For the HOMO-LUMO gap (alpha / beta), the calculation gives 0.228 / 0.260 Eh. The total charge is +1. The lowest unoccupied orbital energy (alpha / beta) is -3.6 / -3.7 eV.

=====

Computed, not measured: a structure of composition C20H17BrN3O3PtS2 at a distorted geometry, with ωB97M-V with the def2-TZVPD basis set.

Each line ends with the Mulliken charge.
Cartesian coordinates (Å):
Pt (0.1850, 0.2299, 0.4913)  0.684
O (-5.2017, 1.6927, -2.0765)  -0.510
C (-4.0339, 1.3138, -1.5564)  0.961
C (-3.4128, 0.1014, -1.8566)  -0.702
C (-2.2096, -0.1833, -1.2671)  -0.192
N (-1.6039, 0.6509, -0.4090)  -0.375
C (-2.2207, 1.8171, -0.1081)  0.054
Br (-1.3797, 2.9136, 1.1228)  -0.050
C (-3.4206, 2.1871, -0.6646)  -0.446
H (-5.5521, 1.0337, -2.6893)  0.314
H (-3.8605, -0.6047, -2.5428)  0.351
H (-1.6964, -1.1098, -1.4705)  0.264
H (-3.8919, 3.1244, -0.4113)  0.512
O (1.9425, 1.9287, 2.1427)  -0.563
S (2.5440, 1.4498, 0.9244)  1.023
O (2.9099, 0.0382, 0.9041)  -0.651
N (1.4630, 1.6153, -0.2935)  -0.052
C (1.8520, 2.4615, -1.2771)  0.175
S (0.9617, 2.8465, -2.5862)  -0.368
C (3.2175, 2.9942, -0.9578)  0.197
C (3.9816, 3.8393, -1.7396)  -0.668
C (5.2415, 4.2059, -1.2823)  -0.534
C (5.7370, 3.7320, -0.0703)  -0.527
C (4.9795, 2.8799, 0.7218)  -0.696
C (3.7271, 2.5365, 0.2534)  0.546
H (3.6024, 4.1840, -2.6924)  0.423
H (5.8486, 4.8687, -1.8845)  0.398
H (6.7273, 4.0205, 0.2555)  0.404
H (5.3573, 2.4999, 1.6611)  0.449
C (-2.0210, -2.3473, 3.4758)  -1.341
C (-1.7336, -3.1077, 2.2296)  1.091
C (-2.1739, -4.3949, 2.0509)  -0.942
C (-1.8658, -5.0864, 0.8818)  -0.416
C (-1.1115, -4.5249, -0.1521)  -0.942
C (-0.6461, -3.2391, -0.0618)  1.216
C (0.1951, -2.6813, -1.1628)  -1.705
C (-0.9681, -2.4660, 1.1527)  0.704
N (-0.6339, -1.2395, 1.3668)  -0.672
H (-2.6250, -2.9364, 4.1614)  0.415
H (-2.5336, -1.4140, 3.2479)  0.303
H (-1.0848, -2.0670, 3.9616)  0.341
H (-2.7578, -4.8780, 2.8229)  0.396
H (-2.2187, -6.1053, 0.7717)  0.415
H (-0.8886, -5.1161, -1.0317)  0.483
H (-0.2728, -2.8664, -2.1313)  0.452
H (1.1661, -3.1820, -1.1717)  0.408
H (0.3798, -1.6152, -1.0531)  0.371

The calculated total energy comes out at -4651.6969 a.u. The calculation puts the relative energy (zero: lowest compared OMol25 entry of this formula, charge and spin) at 17.8 kcal per mole. The HOMO energy (alpha / beta) is -10.8 / -10.8 eV. For the HOMO-LUMO gap (alpha / beta), the calculation gives 0.189 / 0.189 Eh. The total charge is +1. The lowest unoccupied orbital energy (alpha / beta) is -5.6 / -5.6 eV.

=====

Computed, not measured: a structure of composition C20H17ClN4O6RhS, with ωB97M-V with the def2-TZVPD basis set.

Each line ends with the Mulliken charge.
Cartesian coordinates (Å):
Rh (-0.0177, -0.6825, 0.4241)  0.363
O (-3.8208, -4.9939, 1.1304)  -0.534
C (-4.2503, -3.9339, 1.7990)  0.487
O (-5.2606, -3.9411, 2.4430)  -0.537
C (-3.3974, -2.7014, 1.7509)  0.011
C (-3.7036, -1.5017, 2.3874)  0.235
Cl (-5.0006, -1.0827, 3.3746)  -0.084
N (-2.7296, -0.6057, 2.1053)  0.199
N (-1.7971, -1.1820, 1.3361)  -0.086
C (-2.1791, -2.4324, 1.1151)  -0.265
C (-1.2545, -3.2301, 0.2593)  1.209
O (-1.4771, -4.3747, -0.0576)  -0.730
O (-0.1707, -2.5765, -0.1048)  -0.862
C (-2.5983, 0.7689, 2.4965)  -0.103
C (-1.5405, 1.1252, 3.3144)  -0.244
C (-1.3763, 2.4609, 3.6455)  -0.732
C (-2.2691, 3.4094, 3.1671)  -0.472
C (-3.3309, 3.0311, 2.3557)  -0.762
C (-3.5006, 1.7001, 2.0084)  -0.121
H (-2.9766, -4.8444, 0.6499)  0.428
H (-0.8678, 0.3664, 3.6938)  0.498
H (-0.5567, 2.7597, 4.2842)  0.424
H (-2.1410, 4.4497, 3.4341)  0.437
H (-4.0293, 3.7734, 1.9939)  0.420
H (-4.3192, 1.3841, 1.3757)  0.505
C (-1.8233, 2.0385, -2.1723)  -0.657
O (-1.4036, 0.7093, -1.7186)  -0.354
C (-0.7428, 0.6896, -0.6203)  0.930
O (-0.3913, 1.5547, 0.1535)  -0.445
H (-2.3628, 1.8617, -3.0944)  0.269
H (-0.9412, 2.6507, -2.3381)  0.319
H (-2.4652, 2.4838, -1.4166)  0.298
N (1.4907, -2.2701, -2.2584)  -0.249
C (2.3136, -1.2946, -1.9011)  0.603
S (2.0727, -0.3201, -0.4944)  0.115
N (3.3782, -1.0367, -2.6565)  -0.132
C (4.3337, 0.0122, -2.4094)  -0.424
C (4.2781, 1.1683, -3.1708)  -0.275
C (5.2111, 2.1693, -2.9483)  -0.540
C (6.1810, 2.0092, -1.9682)  -0.443
C (6.2264, 0.8458, -1.2125)  -0.575
C (5.3022, -0.1632, -1.4348)  0.104
H (0.7660, -2.5800, -1.6148)  0.309
H (1.6890, -2.8384, -3.0669)  0.184
H (3.5383, -1.6232, -3.4635)  0.222
H (3.5124, 1.2808, -3.9278)  0.433
H (5.1799, 3.0738, -3.5403)  0.385
H (6.9076, 2.7918, -1.7961)  0.398
H (6.9862, 0.7197, -0.4533)  0.388
H (5.3285, -1.0788, -0.8581)  0.450

The calculated total energy comes out at -2411.5900 a.u. The calculation puts the relative energy (zero: lowest compared OMol25 entry of this formula, charge and spin) at 0.0 kcal per mole. The HOMO energy is -12.2 eV. For the HOMO-LUMO gap, the calculation gives 0.312 Eh. The total charge is +1. The lowest unoccupied orbital energy is -3.7 eV.

=====

Computed, not measured: a cluster of 2 separate species, C20H17F2N3O3S in total at a distorted geometry, with ωB97M-V with the def2-TZVPD basis set.

Each line ends with the Mulliken charge.
Cartesian coordinates (Å):
C (-2.2522, 2.4563, -2.8662)  -0.920
O (-2.0524, 2.3617, -1.4353)  -0.391
C (-0.8143, 2.2819, -0.9036)  0.500
C (-0.7087, 1.8311, 0.4251)  -0.828
C (0.4483, 1.2277, 0.8682)  -0.090
C (1.6062, 1.3553, 0.1091)  1.675
N (2.8231, 0.9468, 0.6753)  0.404
C (3.0857, -0.0388, 1.6415)  0.129
N (4.4473, -0.0192, 1.7807)  0.148
C (5.2681, -0.9589, 2.5402)  -0.854
C (5.0129, 0.9537, 0.9820)  -0.651
C (4.0229, 1.4737, 0.2249)  -0.313
C (1.5940, 2.1285, -1.0671)  -0.759
C (0.3796, 2.5478, -1.6281)  -0.944
H (-3.3317, 2.2813, -2.9598)  0.248
H (-1.9868, 3.4668, -3.2165)  0.328
H (-1.6913, 1.6551, -3.3766)  0.453
H (-1.5862, 1.8582, 1.0524)  0.359
H (0.4941, 0.7209, 1.8166)  0.192
H (4.6378, -1.7648, 2.9370)  0.318
H (6.0992, -1.3860, 1.9557)  0.346
H (5.7697, -0.4517, 3.3646)  0.364
H (6.0633, 1.1713, 0.9636)  0.465
H (4.0805, 2.2047, -0.5654)  0.384
H (2.5388, 2.4726, -1.5235)  0.099
H (0.3068, 3.0521, -2.5855)  0.393
F (3.0284, -3.8698, 1.5002)  -0.248
C (2.4631, -2.6807, 1.0650)  0.360
F (1.1953, -2.9344, 0.6272)  -0.162
S (2.3192, -1.3124, 2.4278)  -0.323
N (-1.1064, -0.9833, -0.6013)  -0.223
C (-1.6914, -1.5646, 0.5295)  0.323
O (-1.1987, -1.9534, 1.5944)  -0.722
C (-3.1700, -1.6121, 0.2583)  -0.015
C (-3.3796, -1.0154, -0.9670)  0.665
C (-4.6235, -0.8597, -1.5588)  -0.374
C (-5.7163, -1.3213, -0.8116)  -0.550
C (-5.5169, -1.9263, 0.4690)  -0.410
C (-4.2317, -2.0828, 1.0319)  -0.378
C (-2.0444, -0.6918, -1.5436)  -0.112
O (-1.8651, -0.2410, -2.6812)  -0.757
H (3.0820, -2.2983, 0.2418)  0.218
H (-4.6503, -0.4104, -2.5526)  0.462
H (-6.7178, -1.2284, -1.2420)  0.365
H (-6.3993, -2.2842, 1.0061)  0.367
H (-4.0313, -2.5575, 1.9975)  0.457

The calculated total energy comes out at -1760.1318 a.u. The HOMO energy is -7.2 eV. For the HOMO-LUMO gap, the calculation gives 0.212 Eh. The lowest unoccupied orbital energy is -1.4 eV.

=====

Computed, not measured: a structure of composition C20H17F2NO2 at a distorted geometry, with ωB97M-V with the def2-TZVPD basis set.

Each line ends with the Mulliken charge.
Cartesian coordinates (Å):
C (-3.2074, -0.5145, 2.7098)  -1.241
C (-1.8500, -0.1734, 2.1590)  -0.154
O (-0.8501, -0.5437, 3.1142)  -0.233
C (0.3863, -0.0708, 2.8052)  0.240
C (1.4838, -0.4058, 3.8135)  0.305
C (2.6890, -0.2898, 3.0727)  0.208
N (3.7734, -0.1449, 2.5889)  -0.586
O (0.5809, 0.5171, 1.7292)  -0.598
H (-3.9949, -0.2822, 1.9905)  0.392
H (-3.3157, -1.5685, 2.9653)  0.318
H (-3.4377, 0.0543, 3.6124)  0.300
H (-1.6888, -0.7164, 1.2153)  0.302
H (-1.7639, 0.9062, 1.9851)  0.314
H (1.2865, -1.5645, 4.0284)  0.178
F (-2.1940, -0.8621, 10.7016)  -0.316
C (-2.0072, 0.1219, 9.7580)  0.410
C (-2.8836, 1.1980, 9.7425)  -0.624
C (-2.6999, 2.1733, 8.7587)  -0.326
C (-1.7052, 2.0468, 7.7917)  -0.825
C (-0.8487, 0.9159, 7.7771)  0.941
C (0.1824, 0.7981, 6.7804)  -0.425
C (1.0344, -0.2720, 6.6432)  -0.319
C (2.0592, -0.3141, 5.6449)  0.308
C (3.1362, -1.3207, 5.8516)  0.261
C (2.7889, -2.6262, 6.2585)  -0.637
C (3.7763, -3.6210, 6.2859)  0.205
F (3.3867, -4.9163, 6.5231)  -0.319
C (5.1119, -3.3512, 6.0270)  -0.523
C (5.4683, -2.0435, 5.7278)  -0.496
C (4.5027, -1.0289, 5.6569)  -0.313
C (-0.9915, -0.0455, 8.8152)  -0.771
H (-3.7047, 1.2561, 10.4614)  0.415
H (-3.3940, 3.0091, 8.7015)  0.370
H (-1.5966, 2.7940, 7.0063)  0.360
H (0.2946, 1.6314, 6.0828)  0.345
H (0.8987, -1.1515, 7.3006)  -0.125
H (2.4183, 0.7265, 5.4124)  0.581
H (1.7487, -2.8925, 6.4764)  0.441
H (5.8469, -4.1541, 6.0614)  0.429
H (6.5149, -1.7852, 5.5779)  0.371
H (4.8138, -0.0038, 5.4514)  0.407
H (-0.3613, -0.9303, 8.8525)  0.432

The calculated total energy comes out at -1177.1897 a.u. The calculation puts the relative energy (zero: lowest compared OMol25 entry of this formula, charge and spin) at 0.0 kcal per mole. The HOMO energy is -8.7 eV. For the HOMO-LUMO gap, the calculation gives 0.285 Eh. The lowest unoccupied orbital energy is -1.0 eV.

=====

These records have molecular weight values of 392.371, 438.384, 686.490, 579.804, 417.437, 341.357 u, in the order they appear.